Below is an isolated molecule of C10H22Cl2N2O, with properties calculated with ωB97M-V with the def2-TZVPD basis set.

The geometry in ORCA input format:
```
! wB97M-V def2-TZVPD RIJCOSX def2/J DEFGRID3
* xyz 0 1
O 0.961 1.702 2.309
Cl 2.356 -4.408 -0.024
Cl 3.023 1.299 -1.483
N -0.237 -1.402 -0.921
C -2.728 -1.694 -1.254
C -1.867 1.805 2.103
C 0.854 -3.493 -0.224
C 2.852 2.002 0.145
C -1.303 -1.808 -1.830
C 1.037 -2.171 -0.939
C -0.146 0.051 -0.639
C -0.828 2.413 1.178
C 1.404 2.509 0.302
C 0.452 0.298 0.726
N 0.510 1.708 1.136
H -2.951 -0.715 -0.820
H -2.847 -2.495 -0.524
H -3.476 -1.857 -2.044
H -2.832 2.283 1.944
H -1.630 1.950 3.162
H -1.960 0.740 1.898
H 0.112 -4.141 -0.732
H 0.471 -3.338 0.772
H 3.149 1.257 0.902
H 3.519 2.869 0.173
H -1.213 -1.198 -2.708
H -1.107 -2.845 -2.128
H 1.426 -2.374 -1.930
H 1.825 -1.602 -0.420
H 0.498 0.538 -1.372
H -1.153 0.500 -0.669
H -0.705 3.458 1.468
H -1.234 2.370 0.151
H 0.989 2.644 -0.721
H 1.381 3.483 0.782
H 1.478 -0.037 0.756
H -0.080 -0.300 1.476
*
```

The molar mass comes out at 257.20 g mol⁻¹. The frontier orbital gap comes out at 9.07 eV. The calculation puts the strongest force on any atom at 6.15 eV Å⁻¹. The energy above the lowest of the compared OMol25 structures with the same formula, charge and spin comes out at 0.0 kcal per mole. As for the SMILES: CCN(CCCl)CC[N@+]([O-])(CC)CCCl.

Results of the Löwdin charge analysis, in e, for atoms 1 through 8: -0.152, 0.557, 0.588, -0.169, -0.074, -0.064, -0.611, -0.512